Molecular formula: C3H6ClNO
Method: DFT, ωB97M-V/def2-TZVPD

ORCA input file:
```
! RIJCOSX wB97M-V def2-TZVPD def2/J DEFGRID3
* xyz 0 1
C 0.115 -0.891 0.302
C 1.068 0.225 0.009
C -1.337 -0.340 0.471
N 0.759 1.375 -0.610
O 0.456 -1.307 -1.042
Cl 2.814 0.029 0.364
H 0.236 -1.605 1.117
H -2.027 -1.128 0.550
H -1.586 0.382 -0.435
H -1.513 0.126 1.421
H -0.297 1.360 -0.733
H 1.312 1.774 -1.414
*
```

The HOMO-LUMO gap is 9.8 eV. Its strongest force on any atom is 0.067 hartree/bohr. The electronic energy comes out at -19265.683 eV. The calculation puts the LUMO energy at 0.68 eV. Its energy above the lowest of the compared OMol25 structures with the same formula, charge and spin is 3.083 eV.